No. 1
Density functional theory data (ωB97M-V with the def2-TZVPD basis set) for a single C3H5NO molecule at a distorted geometry.

Last column: natural (NBO) charge in e.
Cartesian coordinates (Å):
C (-0.075, -0.902, -1.686)  -0.060
N (0.290, -0.364, -0.603)  -0.459
C (-0.491, 0.465, 0.246)  -0.212
C (-0.070, 0.653, 1.484)  0.193
O (1.039, 0.173, 1.965)  -0.670
H (0.782, -1.378, -2.248)  0.171
H (-1.021, -0.682, -2.348)  0.150
H (-1.448, 0.836, -0.048)  0.185
H (-0.611, 1.518, 1.994)  0.188
H (1.605, -0.318, 1.245)  0.514

ΔE to the lowest compared entry with this formula, charge and spin ... 197.5 kJ/mol
LUMO energy ... 0.9 eV
Total energy ... -6727.52619 eV
Gap between HOMO and LUMO ... 9.57 eV

---

No. 2
Density functional theory data (ωB97M-V with the def2-TZVPD basis set) for a single C10H11O2P molecule at a distorted geometry.

Last column: natural (NBO) charge in e.
Cartesian coordinates (Å):
C (0.891, 2.657, -2.520)  -0.172
C (1.491, 1.499, -2.107)  -0.198
C (-0.516, 2.806, -2.481)  -0.205
C (0.767, 0.658, -1.267)  -0.166
C (-1.225, 1.892, -1.657)  -0.194
C (-0.535, 0.915, -1.033)  -0.437
C (-1.213, -1.172, 1.250)  -0.409
C (-2.291, -1.629, 1.988)  -0.235
C (0.229, -1.052, 1.557)  -0.527
C (1.182, -2.098, 0.870)  -0.006
O (-2.996, -0.380, -0.775)  -0.959
O (0.996, -2.269, -0.423)  -0.831
P (-1.628, -0.351, -0.277)  1.988
H (1.570, 3.249, -3.057)  0.218
H (2.515, 1.334, -2.420)  0.231
H (-1.173, 3.719, -2.876)  0.238
H (1.137, -0.239, -0.836)  0.290
H (-2.290, 1.919, -1.798)  0.243
H (-3.288, -1.500, 1.663)  0.232
H (-1.890, -2.168, 2.926)  0.235
H (0.624, -0.063, 1.292)  0.220
H (0.567, -1.141, 2.589)  0.239
H (2.217, -1.843, 1.360)  0.101
H (1.209, -3.106, 1.437)  0.105

ΔE to the lowest compared entry with this formula, charge and spin ... 313.5 kJ/mol
LUMO energy (spin up / spin down) ... -2.0 / -2.1 eV
Total energy ... -23926.92473 eV
Gap between HOMO and LUMO (spin up / spin down) ... 5.15 / 5.07 eV

---

No. 3
Density functional theory data (ωB97M-V with the def2-TZVPD basis set) for a molecular structure, C25H41Cl3O2P2Ti at a distorted geometry.

Last column: Mulliken charge in e.
Cartesian coordinates (Å):
Ti (1.387, -0.863, 0.981)  -0.932
C (3.413, -0.011, 0.797)  0.730
C (2.607, 0.874, 1.622)  0.980
C (2.930, -1.124, 2.778)  0.813
C (3.642, -1.220, 1.546)  0.603
C (2.260, 0.148, 2.821)  0.600
C (4.063, 0.328, -0.489)  -1.765
H (3.615, 1.218, -0.937)  0.309
H (3.978, -0.500, -1.207)  0.485
H (5.137, 0.519, -0.335)  0.378
C (4.584, -2.294, 1.166)  -1.625
H (5.028, -2.071, 0.198)  0.454
H (4.069, -3.259, 1.113)  0.228
H (5.390, -2.396, 1.905)  0.320
C (3.009, -2.066, 3.912)  -1.439
H (3.962, -1.954, 4.453)  0.325
H (2.950, -3.102, 3.552)  0.203
H (2.193, -1.889, 4.613)  0.378
C (1.546, 0.680, 4.001)  -1.701
H (2.254, 0.945, 4.801)  0.349
H (0.854, -0.066, 4.409)  0.471
H (0.977, 1.576, 3.740)  0.319
C (2.400, 2.319, 1.400)  -1.399
H (3.211, 2.900, 1.855)  0.320
H (1.472, 2.664, 1.854)  0.381
H (2.393, 2.564, 0.338)  0.361
C (-2.620, 0.874, -3.620)  -0.014
C (-1.854, 1.960, -3.711)  -0.637
C (-2.344, 3.373, -3.558)  -0.870
C (-3.438, 3.601, -2.488)  -1.036
C (-3.246, 2.825, -1.210)  0.223
C (-3.771, 1.621, -0.981)  -0.811
C (-4.595, 0.855, -1.983)  -0.998
C (-4.118, 0.920, -3.451)  -1.091
H (-2.728, 3.707, -4.541)  0.325
H (-4.436, 3.418, -2.921)  0.299
H (-1.500, 4.037, -3.312)  0.355
H (-4.546, 1.799, -3.960)  0.367
H (-2.218, -0.133, -3.788)  0.453
H (-0.833, 1.872, -4.116)  0.811
H (-4.529, 0.029, -3.961)  0.450
H (-4.632, -0.208, -1.699)  0.341
H (-3.774, 1.198, 0.033)  0.891
H (-5.631, 1.236, -1.928)  0.398
H (-3.399, 4.674, -2.226)  0.433
H (-2.697, 3.376, -0.433)  0.398
P (0.339, -0.501, -1.253)  1.308
C (0.222, -1.628, -2.635)  -1.058
C (0.676, 1.173, -1.850)  -0.252
P (-1.042, -0.253, 1.366)  1.271
C (-1.329, -0.418, -0.467)  0.356
C (-1.392, 1.490, 1.729)  -0.958
C (-2.304, -1.258, 2.163)  -1.308
H (0.192, -2.660, -2.257)  0.358
H (1.118, -1.517, -3.262)  0.465
H (-0.680, -1.415, -3.221)  0.222
H (-0.189, 1.553, -2.397)  -0.650
H (1.550, 1.142, -2.513)  0.569
H (0.890, 1.863, -1.025)  0.044
H (-3.285, -1.042, 1.723)  0.443
H (-2.323, -1.030, 3.238)  0.473
H (-2.067, -2.322, 2.030)  0.319
H (-1.878, -1.352, -0.662)  0.642
H (-1.883, 0.445, -0.864)  -1.152
H (-1.524, 1.600, 2.813)  0.509
H (-2.290, 1.832, 1.199)  0.328
H (-0.545, 2.119, 1.429)  0.146
Cl (-0.262, -6.089, 2.179)  -0.102
C (0.958, -5.235, 1.231)  0.982
Cl (2.524, -5.268, 2.117)  -0.136
Cl (1.141, -5.970, -0.377)  -0.100
C (0.424, -3.760, 0.924)  0.074
O (-0.720, -3.670, 0.487)  -0.619
O (1.264, -2.785, 1.127)  -0.611

ΔE to the lowest compared entry with this formula, charge and spin ... 24.8 kJ/mol
LUMO energy ... -8.0 eV
Total energy ... -109931.58818 eV
Gap between HOMO and LUMO ... 6.07 eV
Net charge ... +2

---

No. 4
Density functional theory data (ωB97M-V with the def2-TZVPD basis set) for a molecular structure, C41H39N5O3RuS2Si2 at a distorted geometry.

Last column: Löwdin spin population.
Cartesian coordinates (Å):
Ru (-0.090, 0.394, 0.101)  2.565
N (-3.815, -2.416, 0.003)  0.040
C (-4.095, -2.948, -1.244)  0.014
C (-4.945, -4.041, -1.386)  0.010
C (-5.253, -4.537, -2.645)  0.006
C (-4.699, -3.956, -3.777)  0.015
C (-3.840, -2.872, -3.637)  0.004
C (-3.548, -2.357, -2.382)  0.025
S (-2.598, -0.899, -2.196)  0.043
N (-1.999, -0.984, -0.615)  0.229
C (-2.719, -1.602, 0.318)  0.176
C (-2.385, -1.456, 1.681)  0.118
C (-3.044, -2.170, 2.728)  0.072
C (-2.723, -1.935, 4.032)  0.032
C (-1.746, -0.970, 4.327)  0.133
C (-1.127, -0.338, 3.266)  0.006
N (-1.378, -0.565, 1.978)  0.196
H (-4.271, -2.862, 0.776)  0.001
H (-5.373, -4.496, -0.498)  0.000
H (-5.922, -5.383, -2.737)  0.000
H (-4.928, -4.340, -4.762)  0.001
H (-3.405, -2.401, -4.511)  0.000
H (-3.801, -2.912, 2.513)  0.005
H (-3.223, -2.478, 4.825)  -0.001
H (-1.476, -0.716, 5.342)  0.010
H (-0.402, 0.429, 3.483)  -0.002
C (-2.844, 2.457, -1.181)  0.016
Si (-1.395, 2.399, 0.028)  0.036
C (-2.239, 2.679, 1.687)  -0.001
C (-0.255, 3.873, -0.341)  0.006
C (-0.733, 5.186, -0.339)  0.000
C (0.098, 6.256, -0.634)  0.000
C (1.432, 6.024, -0.946)  0.000
C (1.919, 4.725, -0.949)  0.000
C (1.094, 3.638, -0.644)  0.007
Si (1.778, 1.861, -0.573)  0.032
C (3.379, 2.037, 0.455)  0.000
C (2.619, 1.484, -2.257)  0.011
H (-3.200, 3.490, -1.239)  0.002
H (-3.654, 1.830, -0.800)  0.000
H (-2.610, 2.122, -2.190)  0.001
H (-2.857, 3.582, 1.644)  0.000
H (-1.529, 2.792, 2.506)  0.000
H (-2.887, 1.829, 1.915)  0.000
H (-1.776, 5.379, -0.102)  0.000
H (-0.288, 7.269, -0.613)  0.000
H (2.089, 6.854, -1.182)  0.000
H (2.965, 4.553, -1.186)  0.000
H (4.184, 2.370, -0.203)  0.000
H (3.699, 1.088, 0.893)  0.000
H (3.266, 2.772, 1.250)  0.000
H (3.525, 2.089, -2.341)  0.001
H (1.997, 1.697, -3.125)  0.002
H (2.914, 0.432, -2.310)  0.000
O (1.572, -0.411, 1.625)  0.060
C (1.663, 0.473, 2.499)  0.005
N (0.917, 1.578, 2.533)  0.045
S (1.227, 2.484, 3.852)  0.007
O (0.107, 2.471, 4.758)  0.000
O (1.780, 3.764, 3.511)  0.000
C (2.501, 1.422, 4.500)  0.004
C (3.291, 1.557, 5.623)  0.001
C (4.211, 0.547, 5.882)  0.000
C (4.320, -0.554, 5.036)  0.000
C (3.516, -0.670, 3.909)  0.000
C (2.608, 0.340, 3.653)  0.002
H (3.188, 2.413, 6.276)  0.000
H (4.850, 0.618, 6.754)  0.000
H (5.044, -1.327, 5.259)  0.000
H (3.586, -1.520, 3.243)  0.000
C (-1.767, 2.948, -5.609)  0.058
C (-1.011, 3.431, -4.549)  -0.005
C (-0.419, 2.557, -3.654)  0.056
C (-0.546, 1.174, -3.816)  0.027
C (-1.311, 0.695, -4.892)  0.057
C (-1.920, 1.575, -5.768)  -0.005
N (0.009, 0.340, -2.851)  0.520
C (0.629, -0.806, -3.241)  0.016
C (1.091, -1.047, -4.557)  0.104
C (1.714, -2.235, -4.881)  -0.009
C (1.911, -3.215, -3.913)  0.122
C (1.512, -2.976, -2.599)  -0.008
C (0.899, -1.791, -2.264)  0.111
H (-2.246, 3.633, -6.297)  0.004
H (-0.892, 4.496, -4.401)  -0.001
H (0.144, 2.940, -2.814)  0.003
H (-1.458, -0.372, -5.000)  0.002
H (-2.527, 1.185, -6.575)  -0.001
H (0.989, -0.270, -5.302)  0.004
H (2.061, -2.398, -5.893)  -0.003
H (2.386, -4.152, -4.175)  0.008
H (1.690, -3.722, -1.835)  -0.003
H (0.589, -1.623, -1.239)  0.011

ΔE to the lowest compared entry with this formula, charge and spin ... 162.2 kJ/mol
LUMO energy (spin up / spin down) ... 2.4 / 0.5 eV
Total energy ... -96751.64334 eV
2S+1 ... 6
Gap between HOMO and LUMO (spin up / spin down) ... 5.02 / 5.13 eV
Net charge ... -1